1.
C6H8NO2P | ωB97M-V/def2-TZVPD

CARTESIAN COORDINATES (ANGSTROEM)
O1 -1.729 -1.328 -1.530
P1 -1.781 -1.254 -0.025
C1 -0.486 -0.155 0.710
C2 0.832 -0.821 0.623
C3 1.917 -0.335 -0.005
C4 1.808 0.801 -0.914
C5 0.576 1.350 -1.019
C6 -0.464 1.129 -0.034
N1 -1.558 1.826 -0.103
O2 -2.601 1.467 0.418
H1 -1.604 -2.476 0.578
H2 -3.022 -0.827 0.466
H3 -0.948 0.102 1.817
H4 0.743 -1.748 1.281
H5 2.789 -0.923 0.047
H6 2.706 0.866 -1.473
H7 0.415 2.107 -1.786
H8 -1.689 2.626 -0.607

Its LUMO energy (spin up / spin down) is -0.36 / -0.36 eV. As for the multiplicity: 1. The energy above the lowest of the compared OMol25 structures with the same formula, charge and spin is 94.5 kcal per mole. The calculation puts the frontier orbital gap (spin up / spin down) at 7.6 / 7.6 eV. As for the structure (SMILES): O=[PH2][C@H]1C=CC=C/C1=[NH+]/[O-]. The calculation puts the total energy at -21221.825 eV.

Atomic partial charges in e from the natural (NBO) method, atoms 1 to 2: -1.083 1.526

2.
C4H9N2O | ωB97M-V/def2-TZVPD

CARTESIAN COORDINATES (ANGSTROEM)
C1 -2.867 0.349 -0.214
C2 -1.448 -0.145 -0.047
N1 -0.290 0.479 -0.024
C3 0.990 -0.352 0.307
C4 2.460 -0.003 -0.291
N2 0.286 -1.580 -0.082
O1 -1.173 -1.448 -0.023
H1 -3.506 -0.438 -0.135
H2 -2.923 0.893 -1.078
H3 -3.034 1.028 0.517
H4 -0.003 1.462 -0.253
H5 1.065 -0.166 1.409
H6 3.242 -0.574 0.307
H7 2.688 1.190 -0.204
H8 2.642 -0.378 -1.347
H9 0.400 -2.535 0.320

As for the net charge: +1. Its LUMO energy is -3.76 eV. As for the multiplicity: 1. The energy above the lowest of the compared OMol25 structures with the same formula, charge and spin is 97.5 kcal per mole. The calculation puts the frontier orbital gap at 10.4 eV. As for the structure (SMILES): CC1=[NH+][C@H](C)NO1. The calculation puts the total energy at -9311.786 eV.

Atomic partial charges in e from the natural (NBO) method, atoms 1 to 2: -0.649 0.705

3.
C4H12N2O | ωB97M-V/def2-TZVPD

CARTESIAN COORDINATES (ANGSTROEM)
C1 2.563 -1.209 -0.148
N1 1.955 0.152 0.271
C2 0.753 0.612 -0.342
C3 0.293 2.037 0.197
O1 0.129 0.099 -1.271
H1 1.721 -1.798 -0.638
H2 3.269 -1.069 -1.057
H3 3.094 -1.670 0.612
H4 2.288 0.555 1.074
H5 0.289 2.672 -0.751
H6 0.646 2.381 1.154
H7 -0.737 1.860 0.309
C4 -2.142 -0.908 0.614
N2 -2.611 0.009 -0.456
H8 -2.595 -0.926 1.671
H9 -2.316 -1.826 0.095
H10 -1.090 -0.641 0.742
H11 -1.954 -0.040 -1.305
H12 -3.555 -0.290 -0.772

Its LUMO energy is 0.90 eV. As for the multiplicity: 1. The energy above the lowest of the compared OMol25 structures with the same formula, charge and spin is 50.3 kcal per mole. The calculation puts the frontier orbital gap at 9.4 eV. As for the structure (SMILES): CNC(C)=O.CN. The calculation puts the total energy at -9369.015 eV.

Atomic partial charges in e from the natural (NBO) method, atoms 1 to 2: -0.429 -0.635